This record from the OMol25 dataset describes an isolated molecule of C26H48BrCl2FNO9P. The level of theory is wB97M-V/def2-TZVPD.

Structure (ORCA input):
```
! wB97M-V def2-TZVPD RIJCOSX def2/J DEFGRID3
* xyz 0 1
C 1.8336 -4.8793 2.3734
C 1.1955 -4.3589 3.6647
C 0.6108 -2.9552 3.4619
C -0.5907 -2.6765 4.3561
C -1.1467 -1.2253 4.3279
C -0.6429 -0.3351 3.1864
C -1.3154 1.0488 3.2217
C -1.6500 1.6412 1.8495
C -0.5109 1.4729 0.8286
C -0.6460 2.2155 -0.5168
O -0.2873 1.4612 -1.6539
C -0.4079 0.0581 -1.6812
C -1.7944 -0.5012 -1.3422
C -2.7550 -0.5957 -2.5309
C -4.1389 -1.0915 -2.0685
C -4.2017 -2.6133 -2.0205
O -5.5574 -3.1188 -1.9969
C -6.2147 -3.0170 -3.1729
O -6.0996 -3.8055 -4.0687
O -0.0386 -0.2699 -2.9888
C 0.6583 -1.4985 -3.1225
C 2.0934 -1.2031 -3.5137
O 2.7438 -2.3722 -3.9671
C 3.7003 -2.8945 -3.0562
C 4.4311 -4.0458 -3.7361
P -2.5133 2.6784 -0.8136
O -2.5497 2.7221 -2.4324
Br -2.7917 4.8470 -0.3168
C 0.4176 3.3763 -0.5306
Cl 0.1843 4.2923 -2.0758
C 0.3678 4.3630 0.6500
C 1.4843 4.3103 1.7237
C 1.9669 5.7528 1.9691
C 0.9974 3.7280 3.0631
O 1.6496 2.6489 -0.5846
C 2.7981 3.1677 -1.0924
F 2.9026 4.5028 -0.8867
Cl 4.1448 2.3799 -0.1590
O 2.8648 2.9257 -2.4418
N 4.1471 2.3930 -2.9753
O 3.9195 1.7273 -3.8762
H 2.4493 -4.0958 1.9309
H 2.4610 -5.7515 2.5489
H 1.0521 -5.1558 1.6645
H 0.4395 -5.0551 4.0257
H 1.9903 -4.2915 4.4101
H 1.3989 -2.2221 3.6432
H 0.3252 -2.8537 2.4114
H -0.2997 -2.8897 5.3856
H -1.4040 -3.3438 4.0718
H -0.9464 -0.7296 5.2783
H -2.2288 -1.2823 4.1955
H -0.8545 -0.8552 2.2512
H 0.4339 -0.1947 3.2891
H -0.7073 1.7262 3.8190
H -2.2572 0.9415 3.7661
H -1.9256 2.6923 1.9734
H -2.5466 1.1322 1.4910
H -0.4242 0.4033 0.6778
H 0.4167 1.7524 1.3296
H 0.3327 -0.3845 -1.0006
H -1.6281 -1.5222 -0.9780
H -2.2661 0.0247 -0.5127
H -2.3491 -1.3497 -3.2049
H -2.8416 0.3609 -3.0365
H -4.9361 -0.6874 -2.6887
H -4.3027 -0.7361 -1.0484
H -3.6908 -3.0683 -2.8715
H -3.7671 -2.9923 -1.0989
H -6.8967 -2.1623 -3.2316
H 0.5871 -2.1167 -2.2236
H 0.1952 -2.0637 -3.9339
H 2.6391 -0.7220 -2.6956
H 2.0646 -0.4787 -4.3300
H 4.4186 -2.1159 -2.7840
H 3.1880 -3.2322 -2.1494
H 5.3282 -3.6748 -4.2256
H 3.7793 -4.4547 -4.5065
H 4.6794 -4.8270 -3.0232
H -2.2590 3.5677 -2.7985
H 0.3911 5.3584 0.2134
H -0.5907 4.2939 1.1547
H 2.3610 3.7587 1.4053
H 1.1407 6.3968 2.2685
H 2.4663 6.1392 1.0825
H 2.7034 5.7459 2.7735
H 1.2276 2.6665 3.1559
H -0.0789 3.8608 3.1689
H 1.4731 4.2316 3.9027
*
```

Lowest unoccupied orbital energy: -0.0222 Ha
E_tot: -5686.8869 a.u.
Structure (SMILES): CCCCCCCCC[C@@](O[C@@H](CCCCOC=O)OCCOCC)(P(O)Br)[C@@](Cl)(CC(C)C)O[C@@](F)(Cl)ON=O